(1)
ORCA calculation (ωB97M-V/def2-TZVPD) on C11H25Cl2N2OP2V as an isolated structure.

Output
Relative energy (zero: lowest compared OMol25 entry of this formula, charge and spin) in kcal per mole: 34.3
Spin multiplicity: 2
Charge: +3
Expectation value of S²: 1.149
HOMO level (spin up / spin down) in Ha: -0.6649 / -0.6650

Atoms and positions in Å:
C  1.350  -0.119  -6.101
C  0.960  0.289  -4.713
H  2.441  -0.132  -6.152
H  0.965  0.595  -6.839
H  0.966  -1.119  -6.333
O  1.701  0.590  -3.804
Cl  -0.801  0.303  -4.469
V  -0.315  -0.053  0.496
P  -0.026  2.336  0.066
C  1.134  3.398  0.992
C  0.175  2.831  -1.668
H  0.004  3.908  -1.779
H  -1.758  4.000  0.241
H  -0.528  2.267  -2.289
H  -2.437  2.371  -0.115
H  2.141  3.138  0.648
H  1.187  2.569  -1.993
C  -1.712  2.933  0.486
H  0.941  4.459  0.789
H  -1.953  2.785  1.548
H  1.078  3.218  2.072
P  0.207  -2.443  0.357
C  1.455  -3.263  1.405
C  -1.419  -3.135  0.856
H  -0.272  -2.709  -1.993
H  0.371  -4.228  -1.272
H  1.472  -2.858  -1.636
C  0.465  -3.136  -1.304
H  -2.190  -2.731  0.188
H  -1.362  -4.225  0.756
H  1.354  -4.353  1.347
H  1.376  -2.943  2.450
H  -1.679  -2.867  1.888
H  2.439  -2.966  1.023
Cl  -1.937  -0.249  -1.041
N  -0.791  0.912  4.596
C  -0.743  -0.469  4.768
C  -0.505  -0.985  3.531
N  -0.462  0.054  2.603
C  -0.604  1.181  3.278
H  -0.961  1.615  5.311
H  -0.889  -0.967  5.703
H  -0.319  -1.996  3.223
H  -0.516  2.194  2.882


(2)
ORCA calculation (ωB97M-V/def2-TZVPD) on C11H25ClLuNO6P2 as an isolated structure.

Output
Relative energy (zero: lowest compared OMol25 entry of this formula, charge and spin) in kcal per mole: 0.0
Charge: 0
HOMO level in Ha: -0.2584

Atoms and positions in Å:
C  1.863  -2.101  -2.202
C  0.884  -1.657  -1.289
N  0.603  -0.312  -1.177
C  1.295  0.573  -1.919
C  2.282  0.166  -2.812
C  2.574  -1.187  -2.956
C  0.315  -2.625  -0.376
P  -1.150  -2.287  0.602
Lu  -1.096  0.423  0.418
P  0.189  2.685  -0.301
C  0.999  2.070  -1.850
O  2.378  -2.318  1.409
O  2.326  0.274  1.258
H  2.056  -3.171  -2.238
H  2.798  0.930  -3.389
H  3.326  -1.525  -3.667
C  -2.627  -3.020  -0.203
C  -0.921  -3.304  2.100
H  1.940  2.638  -1.944
H  0.337  2.363  -2.686
H  1.763  -2.639  0.663
H  0.549  -3.682  -0.574
C  -0.981  3.945  -0.916
C  1.513  3.617  0.522
H  -0.196  0.559  2.374
H  2.716  0.642  2.080
H  2.420  -0.746  1.349
H  3.219  -2.800  1.311
H  -2.189  0.519  -1.094
H  0.426  0.402  1.882
H  -2.591  -4.117  -0.142
H  -3.525  -2.636  0.308
H  -2.678  -2.686  -1.248
H  -1.150  -4.357  1.884
H  0.111  -3.190  2.464
H  -1.602  -2.928  2.877
H  1.850  4.466  -0.091
H  1.132  3.988  1.484
H  2.343  2.930  0.740
H  -0.457  4.852  -1.253
H  -1.584  3.517  -1.729
H  -1.675  4.203  -0.100
O  -3.716  1.766  3.493
Cl  -4.029  1.535  2.122
O  -4.980  0.481  1.930
O  -4.367  2.726  1.410
O  -2.694  1.019  1.476


(3)
ORCA calculation (ωB97M-V/def2-TZVPD) on C11H25N3O15S2 as an isolated structure.

Output
Charge: 0
HOMO level in Ha: -0.3441

Atoms and positions in Å:
C  6.908  13.636  12.048
N  7.277  12.327  11.465
O  6.379  11.472  11.403
O  8.432  12.241  11.136
H  5.957  13.540  12.596
H  6.814  14.344  11.231
H  7.669  13.992  12.722
C  12.972  7.663  7.399
N  11.654  6.855  7.199
O  11.247  6.287  8.167
O  11.111  7.019  6.088
H  13.566  7.617  6.453
H  13.507  7.276  8.249
H  12.778  8.730  7.554
C  10.089  8.536  11.354
N  11.561  8.055  11.499
O  12.384  8.955  11.621
O  11.709  6.856  11.557
H  9.773  8.006  10.445
H  10.152  9.626  11.219
H  9.491  8.232  12.195
C  15.180  8.922  13.293
C  15.659  8.233  11.985
C  17.055  8.964  11.698
O  17.063  10.163  12.495
C  16.299  9.985  13.700
H  14.940  8.257  14.122
H  14.304  9.528  13.081
H  14.948  8.334  11.179
H  15.835  7.104  12.109
H  17.107  9.182  10.629
H  17.980  8.411  12.011
H  15.812  10.956  13.903
H  16.937  9.670  14.536
C  11.877  13.690  11.161
C  11.673  15.078  11.614
O  10.694  14.912  12.673
S  11.066  13.524  13.585
O  9.801  12.921  13.781
O  11.968  13.762  14.693
O  11.962  12.868  12.408
H  12.858  13.501  10.670
H  11.071  13.241  10.581
H  11.416  15.838  10.806
H  12.570  15.497  12.148
C  9.779  13.106  6.717
C  9.574  14.347  5.815
O  9.223  15.414  6.784
S  9.519  14.921  8.278
O  8.527  15.412  9.153
O  10.948  15.080  8.502
O  9.245  13.374  8.036
H  10.839  12.980  6.897
H  9.239  12.227  6.346
H  8.760  14.301  5.096
H  10.497  14.654  5.338


(4)
ORCA calculation (ωB97M-V/def2-TZVPD) on C11H25N3O3P2Tb as an isolated structure.

Output
Relative energy (zero: lowest compared OMol25 entry of this formula, charge and spin) in kcal per mole: 21.4
Spin multiplicity: 8
Charge: +2
Expectation value of S²: 16.464
HOMO level (spin up / spin down) in Ha: -0.4869 / -0.4860

Atoms and positions in Å:
Tb  -0.608  0.150  0.130
P  -0.738  0.265  -2.835
P  -0.842  2.056  2.373
N  1.009  -1.161  -0.710
N  0.890  -0.449  1.886
H  2.537  -2.427  -0.184
H  1.465  -2.473  2.301
H  1.006  -3.140  0.256
C  1.535  -2.166  0.197
H  2.775  -1.426  1.733
C  1.697  -1.638  1.627
H  2.024  -2.216  -2.292
H  1.822  -0.216  3.797
C  1.754  -1.129  -1.989
C  1.089  0.175  3.051
H  0.569  -1.525  -3.700
C  0.918  -0.615  -3.192
H  1.512  -0.014  -3.890
H  -0.312  3.385  2.372
H  -1.769  2.267  3.434
H  -0.432  1.406  -3.622
H  -1.383  -0.363  -3.931
O  0.268  2.315  -0.378
C  1.425  2.813  -0.591
C  1.883  3.056  -2.002
C  2.548  2.554  0.385
H  2.764  -0.650  -1.891
H  1.304  2.433  -2.706
H  1.792  4.092  -2.373
H  2.968  2.903  -2.054
H  2.253  1.771  1.107
H  3.442  2.299  -0.235
H  2.883  3.419  0.990
C  0.443  1.362  3.426
H  0.757  1.809  4.382
N  -4.965  -2.141  -0.152
C  -4.191  -2.175  1.120
C  -2.957  -1.320  0.850
O  -2.125  -1.027  1.741
O  -2.809  -0.926  -0.370
H  -5.706  -1.435  -0.086
H  -5.443  -3.034  -0.333
H  -4.302  -1.872  -0.904
H  -4.817  -1.780  1.921
H  -3.931  -3.210  1.343


(5)
ORCA calculation (ωB97M-V/def2-TZVPD) on C11H26N2O3RhS as an isolated structure.

Output
Relative energy (zero: lowest compared OMol25 entry of this formula, charge and spin) in kcal per mole: 0.0
Spin multiplicity: 5
Charge: +3
Expectation value of S²: 6.018
HOMO level (spin up / spin down) in Ha: -0.7446 / -0.7352

Atoms and positions in Å:
Rh  -0.007  -1.086  -0.936
C  3.226  -1.178  -1.462
O  2.097  -0.381  -1.012
C  2.249  1.022  -1.334
C  1.213  1.809  -0.574
O  -0.013  1.025  -0.524
C  -1.299  1.686  -0.622
C  -1.963  1.116  -1.843
O  -1.939  -0.331  -1.723
C  -3.214  -0.908  -1.305
H  4.129  -0.826  -0.968
H  3.339  -1.097  -2.542
H  3.039  -2.208  -1.169
H  2.166  1.156  -2.413
H  3.239  1.356  -1.021
H  1.030  2.754  -1.085
H  1.517  2.014  0.449
H  -1.184  2.765  -0.710
H  -1.860  1.462  0.284
H  -1.415  1.371  -2.747
H  -2.987  1.480  -1.923
H  -3.561  -0.442  -0.383
H  -3.064  -1.974  -1.168
H  -3.943  -0.746  -2.096
C  -0.523  -4.858  -2.586
C  0.454  -4.086  -1.720
N  0.510  -4.593  -0.342
C  0.105  -4.039  0.786
S  -0.494  -2.372  0.923
N  0.116  -4.658  1.944
C  0.570  -6.039  2.242
C  -0.605  -6.929  2.638
H  -0.471  -4.508  -3.616
H  -1.548  -4.769  -2.224
H  -0.254  -5.916  -2.592
H  0.150  -3.021  -1.691
H  1.460  -4.108  -2.137
H  0.794  -5.565  -0.288
H  -0.243  -4.144  2.742
H  1.280  -5.952  3.064
H  1.114  -6.444  1.392
H  -1.197  -6.478  3.434
H  -0.209  -7.874  3.007
H  -1.260  -7.136  1.793


(6)
ORCA calculation (ωB97M-V/def2-TZVPD) on C11H26N3OP2Sn as an isolated structure.

Output
Charge: +1
HOMO level (spin up / spin down) in Ha: -0.3733 / -0.3427

Atoms and positions in Å:
C  -1.104  -2.855  -3.939
C  -0.541  -2.202  -5.078
C  -1.096  -0.886  -5.142
C  -2.109  -0.777  -4.143
C  -2.078  -1.971  -3.356
Sn  1.296  -1.299  -0.771
P  1.590  -3.438  1.165
H  -0.843  -3.844  -3.568
H  0.215  -2.609  -5.741
H  -0.839  -0.124  -5.877
H  -2.688  -2.175  -2.479
H  -2.756  0.080  -3.976
H  2.551  -3.419  2.231
H  2.054  -4.570  0.423
H  0.434  -4.020  1.791
C  -0.677  -1.194  2.596
N  0.233  -0.060  2.333
C  0.672  0.604  3.569
P  0.050  0.798  0.939
O  -0.481  -0.198  -0.117
N  -0.913  2.101  1.183
C  -0.864  3.299  0.342
C  -2.196  1.898  1.868
N  1.529  1.321  0.372
C  2.826  0.940  0.951
C  1.642  1.841  -1.011
H  -1.594  -0.851  3.105
H  -0.163  -1.916  3.244
H  -0.947  -1.699  1.661
H  1.069  -0.166  4.246
H  1.461  1.338  3.377
H  -0.172  1.110  4.067
H  -1.285  3.125  -0.662
H  -1.466  4.068  0.838
H  0.166  3.662  0.259
H  -2.882  1.261  1.288
H  -2.034  1.451  2.856
H  -2.660  2.880  2.001
H  3.113  -0.099  0.694
H  3.575  1.614  0.513
H  2.826  1.048  2.042
H  1.876  1.029  -1.726
H  0.728  2.351  -1.344
H  2.484  2.551  -1.022


no.,strongest force on any atom (hartree/bohr)
1,0.053
2,0.049
3,0.067
4,0.066
5,0.017
6,0.058